1.
Entry from the OMol25 dataset: a single C3H8N2O molecule (ωB97M-V with the def2-TZVPD basis set).

The largest force on an atom comes out at 0.023 hartree/bohr. The calculation puts the frontier orbital gap at 10.0 eV. Its total energy is -303.82861 Ha. The structure (SMILES) is NCNCC=O. The calculation puts the energy relative to the best compared isomer or geometry (same formula, charge and spin) at 39.9 kcal/mol. For the HOMO energy, the calculation gives -9.1 eV.

Geometry as ORCA input:
```
! RIJCOSX wB97M-V def2-TZVPD def2/J DEFGRID3
* xyz 0 1
O -0.2790 2.2399 0.1828
C -0.4756 1.2211 0.7819
C 0.6263 0.2247 1.1118
N 0.2490 -1.0856 0.5974
C 0.4765 -1.2909 -0.8330
N -0.6802 -0.9759 -1.6380
H -1.4474 0.8294 1.1367
H 0.7015 0.1291 2.2018
H 1.5736 0.5786 0.7334
H 0.5733 -1.8322 1.1890
H 1.3058 -0.6769 -1.1909
H 0.7027 -2.3478 -0.9452
H -0.7017 -0.0379 -1.9997
H -1.5248 -1.3407 -1.2340
*
```

***

2.
Entry from the OMol25 dataset: 2 unconnected molecules or ions with the total composition C4H6NO2 (ωB97M-V with the def2-TZVPD basis set).

The largest force on an atom comes out at 0.079 hartree/bohr. The calculation puts the frontier orbital gap at 7.1 eV. Its total energy is -361.14280 Ha. The calculation puts the energy relative to the best compared isomer or geometry (same formula, charge and spin) at 103.5 kcal/mol. For the HOMO energy, the calculation gives -2.9 eV.

Geometry as ORCA input:
```
! RIJCOSX wB97M-V def2-TZVPD def2/J DEFGRID3
* xyz -1 1
C -0.0310 -1.7230 -0.0201
C -0.7148 -2.4543 -0.8139
C -0.5761 1.9144 0.5966
C 0.3122 1.8467 -0.3564
N 0.3917 -1.3619 1.0521
O 1.3391 -0.5680 1.4373
O 1.4286 1.1319 -0.4255
H -1.5291 -2.0362 -1.4361
H -0.3853 -3.4263 -1.0725
H -0.3986 1.1382 1.3832
H -1.5136 2.4872 0.5511
H 0.1828 2.5854 -1.1528
H 1.4942 0.4659 0.2572
*
```

***

3.
Entry from the OMol25 dataset: a molecular structure, C27H36NO2P2Sc (ωB97M-V with the def2-TZVPD basis set).

The largest force on an atom comes out at 0.087 hartree/bohr. The calculation puts the frontier orbital gap at 7.5 eV. Its total energy is -2699.03714 Ha. For the HOMO energy, the calculation gives -7.0 eV.

Geometry as ORCA input:
```
! RIJCOSX wB97M-V def2-TZVPD def2/J DEFGRID3
* xyz 0 1
C -0.7616 -4.1403 1.3966
C -0.3327 -3.0157 0.6721
N -0.6110 -1.7741 1.2025
C -1.1921 -1.5939 2.3825
C -1.6476 -2.6991 3.1118
C -1.4260 -3.9711 2.5983
C 0.3243 -3.0841 -0.6217
P 1.1047 -1.6891 -1.4220
Sc 0.3558 -0.0091 0.2910
P -1.1863 1.2306 1.7735
C -1.2426 -0.1815 2.9784
C 0.7486 1.7859 -1.0735
C 2.0935 2.0609 -0.9185
C 2.5674 3.2145 -1.5547
C 1.7216 4.0007 -2.3261
C 0.3705 3.6364 -2.4491
C -0.1254 2.5039 -1.8049
O -2.3495 -2.8126 -1.7775
O -3.6541 -0.9821 -0.2967
H -0.5534 -5.1098 0.9821
H -2.1323 -2.5243 4.0544
H -1.7655 -4.8403 3.1411
C 2.8798 -1.6977 -1.2802
C 0.6691 -1.6062 -3.1245
H -2.1402 -0.0511 3.5884
H -0.3645 -0.0531 3.6343
H -1.4283 -2.9466 -1.4443
H 0.6355 -4.0847 -0.9567
C -0.3154 2.5528 2.5281
C -2.8165 1.6918 1.3848
H 2.7579 1.4779 -0.3153
H 3.6172 3.4768 -1.4340
H 2.1035 4.8877 -2.8350
H -0.2997 4.2419 -3.0560
H -1.1696 2.2425 -1.9113
H -1.1203 0.0592 -1.2265
H -4.1042 -0.5324 -1.0364
H -3.2024 -1.7507 -0.7398
H -2.7198 -3.6998 -1.8000
H -1.4956 -0.2433 -0.5995
H 3.2403 -2.5639 -1.8299
H 3.2815 -0.7774 -1.7204
H 3.2050 -1.7489 -0.2363
H 1.1637 -2.4368 -3.6252
H -0.4153 -1.6829 -3.2586
H 1.0173 -0.6578 -3.5506
H -3.2877 2.0612 2.2946
H -2.8088 2.4912 0.6296
H -3.3762 0.8373 0.9720
H -0.8647 2.8899 3.3956
H 0.6886 2.2618 2.8342
H -0.1995 3.3685 1.8076
C 4.6346 3.3463 3.1821
C 3.6230 3.7120 2.3164
C 2.7093 2.7677 1.8069
C 2.7986 1.3636 2.1430
C 1.9652 0.3452 1.6887
C 2.1762 -0.9709 2.1007
C 3.2056 -1.2819 3.0078
C 4.0541 -0.3081 3.4975
C 3.8526 1.0342 3.0554
C 4.7597 2.0082 3.5637
H 5.3313 4.0809 3.5762
H 3.5079 4.7607 2.0208
H 1.9412 3.1454 1.1693
H 1.6157 -1.8319 1.7783
H 3.3610 -2.3293 3.3326
H 4.8463 -0.5378 4.1779
H 5.5394 1.7075 4.2432
*
```

***

Question: Which of these has the highest frontier orbital gap?
Answer: C3H8N2O

***

Question: What is the frontier orbital gap in the first record?
Answer: 10.0 eV

***

Question: Which formula does entry 3 have?
Answer: C27H36NO2P2Sc